(1)
This record from OMol25 describes a cluster of 2 separate species, C4H7NS in total in a non-equilibrium geometry. The level of theory is ωB97M-V/def2-TZVPD.

Frontier orbital gap ... 0.3190 Ha
Lowest unoccupied orbital energy ... 0.0072 hartree
Relative energy (zero: lowest compared OMol25 entry of this formula, charge and spin) ... 68.9 kcal/mol
E_HOMO ... -8.48 eV
Total charge ... 0

XYZ file:
```
13
Properties=species:S:1:pos:R:3:forces:R:3:nbo_charge:R:1
C -1.318 -0.691 0.620 0.1 -0.1 0.2 0.270
C 2.243 -0.091 -0.376 -1.0 -1.0 -1.6 -0.247
C 1.981 -1.498 0.088 3.7 1.2 0.9 -0.678
C -2.730 1.371 -0.083 0.5 1.5 5.3 -0.427
N -1.950 0.259 0.402 -0.4 0.5 -1.4 -0.519
S 3.381 0.905 0.153 -0.3 0.1 -0.2 0.051
H 1.481 0.071 -1.233 1.3 0.8 1.3 0.186
H 1.359 -1.371 0.904 -1.5 -0.2 1.8 0.253
H 2.893 -2.071 0.377 -0.5 0.7 0.1 0.221
H 1.532 -2.031 -0.643 -1.8 -1.6 -2.3 0.212
H -2.454 2.256 0.662 -0.3 -1.5 -2.0 0.225
H -3.756 1.224 0.201 -0.6 -0.5 -0.2 0.227
H -2.662 1.667 -1.072 0.7 0.1 -1.9 0.228
```
Positions in Å, forces in eV/Å.


(2)
This record from OMol25 describes the ion C4H7O2 with charge -1 in a non-equilibrium geometry. The level of theory is ωB97M-V/def2-TZVPD.

Frontier orbital gap ... 0.2779 Ha
Lowest unoccupied orbital energy ... 0.1439 hartree
Relative energy (zero: lowest compared OMol25 entry of this formula, charge and spin) ... 11.8 kcal/mol
E_HOMO ... -3.64 eV
Total charge ... -1
SMILES string ... CCCC(=O)[O-]

XYZ file:
```
13
Properties=species:S:1:pos:R:3:forces:R:3:nbo_charge:R:1
C -0.458 2.526 0.743 1.1 1.7 0.9 -0.614
C -0.709 1.051 0.669 0.6 -1.5 -0.8 -0.426
C 0.400 0.333 -0.131 0.9 2.7 -1.4 -0.487
C 0.329 -1.139 -0.425 -1.4 -1.8 0.8 0.736
O 1.223 -1.684 -1.090 0.9 0.5 -0.4 -0.778
O -0.684 -1.740 0.046 0.1 0.6 0.1 -0.806
H 0.266 2.899 0.006 -0.4 -0.4 -0.6 0.197
H 0.081 2.915 1.636 -0.6 -0.6 0.1 0.190
H -1.357 3.143 0.646 0.0 -0.1 0.0 0.193
H -1.691 0.915 0.214 0.1 -0.5 0.0 0.201
H -0.634 0.438 1.565 -0.8 0.7 0.7 0.221
H 1.363 0.670 0.305 -0.2 -0.7 0.3 0.188
H 0.528 0.867 -1.110 -0.4 -0.5 0.2 0.185
```
Positions in Å, forces in eV/Å.


(3)
This record from OMol25 describes an isolated molecule of C4H7O2P in a non-equilibrium geometry. The level of theory is ωB97M-V/def2-TZVPD.

Frontier orbital gap (alpha / beta) ... 0.3045 / 0.3046 Ha
Lowest unoccupied orbital energy (alpha / beta) ... -0.0234 / -0.0234 hartree
Relative energy (zero: lowest compared OMol25 entry of this formula, charge and spin) ... 98.5 kcal/mol
E_HOMO (alpha / beta) ... -8.92 / -8.92 eV
Total charge ... 0

XYZ file:
```
14
Properties=species:S:1:pos:R:3:forces:R:3:nbo_charge:R:1
C 0.078 0.002 -1.416 0.3 -0.3 0.0 -0.434
C -1.138 0.544 -1.089 -0.3 0.3 0.4 0.303
C -0.596 1.116 1.216 0.1 0.2 1.5 0.205
C 0.995 -0.507 -0.495 -0.4 1.2 0.7 -0.189
O -1.565 0.853 0.104 -0.4 -0.4 -1.2 -0.478
O 0.640 1.243 0.889 0.9 -0.4 -0.9 -0.690
P 0.643 -1.497 0.970 -0.2 -0.2 0.2 0.376
H 0.404 0.098 -2.443 -0.1 0.1 -0.1 0.235
H -1.816 0.862 -1.876 0.0 0.0 0.0 0.183
H -1.019 2.051 1.619 0.0 -0.1 -0.1 0.179
H -0.842 0.296 1.940 -0.1 0.1 -0.3 0.132
H 2.042 -0.450 -0.767 0.0 0.0 -0.1 0.222
H 1.945 -1.982 1.091 0.4 -0.1 0.1 -0.017
H 0.232 -2.629 0.256 -0.2 -0.3 -0.2 -0.025
```
Positions in Å, forces in eV/Å.


(4)
This record from OMol25 describes a structure of composition C4H7O2Rh in a non-equilibrium geometry. The level of theory is ωB97M-V/def2-TZVPD.

Frontier orbital gap (alpha / beta) ... 0.2305 / 0.3165 Ha
Lowest unoccupied orbital energy (alpha / beta) ... -0.1903 / -0.2559 hartree
Expectation value of S² ... 8.77
Spin multiplicity ... 6
Relative energy (zero: lowest compared OMol25 entry of this formula, charge and spin) ... 21.2 kcal/mol
E_HOMO (alpha / beta) ... -11.45 / -15.58 eV
Total charge ... +1

XYZ file:
```
14
Properties=species:S:1:pos:R:3:forces:R:3:nbo_charge:R:1
O 0.469 -0.361 1.667 -3.8 1.4 2.4 -0.713
C -0.439 0.466 1.375 0.9 0.6 -2.3 0.431
C -1.747 0.095 0.952 -0.1 -0.4 0.0 -0.494
H -2.455 0.926 0.849 0.5 -0.2 0.0 0.254
H -0.074 1.461 1.058 -0.2 0.0 0.7 0.181
H -2.179 -0.654 1.626 0.1 -0.5 -0.9 0.273
Rh 2.022 -0.991 0.899 3.8 -1.6 -1.7 0.808
C -2.350 -1.415 -1.298 -0.3 -2.0 3.2 0.205
C -1.453 -0.349 -0.864 -0.5 2.2 -0.2 -0.468
O -3.374 -1.867 -0.424 1.4 0.9 -2.2 -0.645
H -1.774 -2.312 -1.590 -0.8 0.5 -0.4 0.182
H -1.498 0.713 -1.145 -1.6 -0.1 -0.1 0.241
H -0.553 -0.460 -1.490 0.9 -0.9 1.3 0.259
H -3.956 -1.142 -0.183 -0.2 0.2 0.1 0.486
```
Positions in Å, forces in eV/Å.


(5)
This record from OMol25 describes a cluster of 2 separate species, C4H7O2S in total in a non-equilibrium geometry. The level of theory is ωB97M-V/def2-TZVPD.

Frontier orbital gap ... 0.1528 Ha
Lowest unoccupied orbital energy ... -0.0002 hartree
Relative energy (zero: lowest compared OMol25 entry of this formula, charge and spin) ... 81.9 kcal/mol
E_HOMO ... -4.16 eV
Total charge ... -1

XYZ file:
```
14
Properties=species:S:1:pos:R:3:forces:R:3:nbo_charge:R:1
O 2.858 -1.064 0.318 0.0 0.8 0.8 -0.773
C 2.247 -0.144 -0.276 0.3 -1.7 -0.9 0.731
O 2.075 -0.125 -1.527 -0.3 0.8 0.2 -0.791
C 1.439 0.887 0.512 -1.1 -0.4 -0.3 -0.487
C 0.014 0.278 0.749 0.7 0.3 2.8 -0.410
C -0.676 -0.375 -0.425 0.3 0.9 1.1 -0.425
S -3.589 0.159 0.263 1.3 -0.4 -0.4 -0.262
H 1.255 1.747 -0.122 0.4 0.4 -0.1 0.194
H 1.822 1.191 1.495 0.1 -0.2 -0.3 0.198
H 0.110 -0.399 1.653 -0.1 0.1 -1.3 0.202
H -0.558 1.095 1.233 -0.2 -0.2 -0.8 0.202
H -1.787 -0.304 -0.215 -2.0 0.1 0.5 0.133
H -0.619 0.244 -1.303 0.4 -0.4 -0.6 0.245
H -0.498 -1.443 -0.465 0.1 0.1 -0.6 0.242
```
Positions in Å, forces in eV/Å.


(6)
This record from OMol25 describes a structure of composition C4H7O2Yb in a non-equilibrium geometry. The level of theory is ωB97M-V/def2-TZVPD.

Frontier orbital gap (alpha / beta) ... 0.1470 / 0.1146 Ha
Lowest unoccupied orbital energy (alpha / beta) ... -0.0464 / -0.0787 hartree
Expectation value of S² ... 0.75
Spin multiplicity ... 2
E_HOMO (alpha / beta) ... -5.26 / -5.26 eV
Total charge ... 0

XYZ file:
```
14
Properties=species:S:1:pos:R:3:forces:R:3:nbo_charge:R:1
O -2.457 -0.167 0.840 0.7 0.5 -0.7 -0.943
C -1.987 0.352 -0.342 -0.4 -0.9 1.1 -0.022
C -0.692 -0.381 -0.762 -0.4 -0.2 -0.1 -0.429
C 0.260 -0.448 0.444 -2.0 -1.5 0.3 -0.635
C 1.617 -0.060 0.121 -0.2 0.4 1.3 0.502
O 2.546 -0.025 0.947 1.5 0.3 0.0 -0.815
Yb 4.822 0.998 1.380 -1.2 -0.5 -0.2 0.996
H -0.049 0.258 1.241 -0.2 0.6 -0.3 0.326
H -1.717 1.437 -0.253 -0.1 0.1 -0.3 0.075
H -2.703 0.221 -1.190 0.1 0.3 0.1 0.109
H -0.262 0.080 -1.665 0.3 0.1 0.2 0.166
H -0.970 -1.411 -1.038 0.1 0.3 0.1 0.197
H -0.171 -1.331 1.114 1.9 1.2 -1.3 0.336
H 1.761 0.478 -0.835 0.0 -0.5 0.0 0.137
```
Positions in Å, forces in eV/Å.


(7)
This record from OMol25 describes a cluster of 2 separate species, C4H7O3 in total. The level of theory is ωB97M-V/def2-TZVPD.

Frontier orbital gap ... 0.3136 Ha
Lowest unoccupied orbital energy ... 0.1539 hartree
Relative energy (zero: lowest compared OMol25 entry of this formula, charge and spin) ... 9.1 kcal/mol
E_HOMO ... -4.35 eV
Total charge ... -1

XYZ file:
```
14
Properties=species:S:1:pos:R:3:forces:R:3:nbo_charge:R:1
O 1.312 0.988 0.263 0.2 0.0 0.2 -0.795
C 0.385 1.184 -0.553 0.1 -0.1 -0.2 0.761
O -0.749 0.656 -0.550 -0.3 0.0 0.0 -0.799
C 0.690 2.147 -1.717 0.1 0.5 0.1 -0.729
H -0.226 2.603 -2.087 -0.1 0.0 0.0 0.194
H 1.387 2.927 -1.396 -0.1 -0.1 0.0 0.194
H 1.165 1.641 -2.554 0.0 -0.3 0.0 0.200
O 0.062 -3.042 0.111 0.0 -0.5 -0.2 -0.597
C 0.005 -1.948 0.621 0.1 0.5 0.1 0.449
C -0.992 -1.593 1.676 -0.3 -0.1 0.5 -0.733
H 0.683 -1.126 0.348 0.0 -0.1 0.0 0.175
H -1.559 -2.464 2.004 0.0 -0.1 -0.1 0.193
H -1.662 -0.829 1.289 0.0 0.1 -0.2 0.269
H -0.503 -1.145 2.547 0.1 0.0 -0.1 0.219
```
Positions in Å, forces in eV/Å.


(8)
This record from OMol25 describes the ion C4H7O3 with charge +1 in a non-equilibrium geometry. The level of theory is ωB97M-V/def2-TZVPD.

Frontier orbital gap ... 0.4788 Ha
Lowest unoccupied orbital energy ... -0.1377 hartree
Relative energy (zero: lowest compared OMol25 entry of this formula, charge and spin) ... 0.0 kcal/mol
E_HOMO ... -16.77 eV
Total charge ... +1

XYZ file:
```
14
Properties=species:S:1:pos:R:3:forces:R:3:nbo_charge:R:1
C 0.254 0.361 -0.315 -0.4 0.5 -0.1 1.059
C -1.816 0.679 0.205 -1.6 0.1 -0.7 -0.125
C -1.653 -0.747 -0.245 -0.6 -0.7 0.7 -0.106
C 2.543 -0.098 0.165 3.7 -0.8 -1.5 -0.304
O -0.627 1.337 -0.321 0.3 -1.4 0.5 -0.388
O -0.195 -0.858 -0.247 0.8 0.7 0.3 -0.408
O 1.461 0.700 -0.380 0.2 -0.1 0.6 -0.398
H -2.712 1.111 -0.211 0.0 0.4 -0.4 0.246
H -1.917 0.770 1.277 0.7 0.2 0.4 0.224
H -2.088 -1.446 0.509 0.6 0.3 -0.9 0.249
H -1.978 -0.965 -1.268 0.0 0.1 0.3 0.232
H 3.304 -0.273 -0.746 -1.9 0.2 2.1 0.245
H 2.305 -1.056 0.655 -0.7 0.4 -0.7 0.231
H 3.121 0.485 0.922 -0.9 0.1 -0.8 0.242
```
Positions in Å, forces in eV/Å.


(9)
This record from OMol25 describes a cluster of 2 separate species, C4H7O3P in total in a non-equilibrium geometry. The level of theory is ωB97M-V/def2-TZVPD.

Frontier orbital gap ... 0.2078 Ha
Lowest unoccupied orbital energy ... 0.2559 hartree
Relative energy (zero: lowest compared OMol25 entry of this formula, charge and spin) ... 67.2 kcal/mol
E_HOMO ... 1.31 eV
Total charge ... -2

XYZ file:
```
15
Properties=species:S:1:pos:R:3:forces:R:3:nbo_charge:R:1
C 0.128 0.027 1.256 0.5 0.6 -0.5 -0.515
C -1.203 0.202 0.578 -2.0 0.1 -0.3 -0.502
C -0.213 -0.714 -0.058 0.3 1.1 -0.8 -0.379
C 0.407 -0.080 -1.425 -0.9 -4.1 0.3 -0.707
O -2.339 -2.820 -2.831 0.2 1.1 -0.8 -1.146
O -1.540 -4.623 -1.156 -0.9 2.6 -0.5 -1.162
O -3.539 -3.138 -0.565 -0.1 0.9 0.2 -1.150
P -2.373 -3.345 -1.460 0.8 -4.6 1.0 2.427
H 0.787 0.936 1.099 -0.5 -0.8 0.7 0.134
H 0.195 -0.472 2.246 0.2 0.2 -0.8 0.168
H -2.244 -0.158 0.904 1.7 0.1 0.1 0.177
H -1.353 1.176 0.096 0.1 0.2 0.1 0.132
H -0.470 -0.254 -2.201 2.1 0.5 1.2 0.211
H 1.251 -0.854 -1.599 -1.2 1.2 -0.5 0.186
H 0.898 0.888 -1.533 -0.3 0.9 0.5 0.126
```
Positions in Å, forces in eV/Å.


(10)
This record from OMol25 describes a structure of composition C4H7O3P in a non-equilibrium geometry. The level of theory is ωB97M-V/def2-TZVPD.

Frontier orbital gap ... 0.2011 Ha
Lowest unoccupied orbital energy ... 0.2374 hartree
Relative energy (zero: lowest compared OMol25 entry of this formula, charge and spin) ... 49.2 kcal/mol
E_HOMO ... 0.99 eV
Total charge ... -2

XYZ file:
```
15
Properties=species:S:1:pos:R:3:forces:R:3:nbo_charge:R:1
C -0.680 1.035 1.574 0.6 1.6 1.5 -0.513
C -0.460 -0.026 0.856 3.5 -0.7 -3.2 0.070
C -1.369 -1.146 0.413 1.6 -1.7 3.6 -0.653
C 1.263 -0.104 0.001 -3.2 1.2 2.1 -0.782
O 2.443 0.271 -2.369 0.2 -1.1 -0.4 -1.267
O -0.078 -0.511 -2.547 0.2 -0.4 0.3 -1.251
O 0.645 1.852 -1.811 -0.9 0.1 0.4 -1.264
P 0.987 0.376 -1.930 1.4 0.8 0.6 2.387
H 0.119 1.828 1.699 -1.1 -1.0 -0.1 0.193
H -1.590 1.144 2.152 -0.4 0.3 0.0 0.139
H -2.120 -1.552 1.163 0.7 0.7 0.0 0.144
H -0.661 -1.985 0.264 -0.6 0.1 -0.4 0.214
H -1.945 -1.006 -0.418 -0.8 0.8 -2.6 0.237
H 1.808 0.848 0.391 -0.9 -1.7 -0.4 0.190
H 1.637 -1.023 0.562 -0.1 0.8 -1.2 0.157
```
Positions in Å, forces in eV/Å.


(11)
This record from OMol25 describes a cluster of 2 separate species, C4H7O4 in total in a non-equilibrium geometry. The level of theory is ωB97M-V/def2-TZVPD.

Frontier orbital gap ... 0.3114 Ha
Lowest unoccupied orbital energy ... 0.1343 hartree
Relative energy (zero: lowest compared OMol25 entry of this formula, charge and spin) ... 18.9 kcal/mol
E_HOMO ... -4.82 eV
Total charge ... -1

XYZ file:
```
15
Properties=species:S:1:pos:R:3:forces:R:3:nbo_charge:R:1
O -2.180 0.617 1.873 0.2 0.5 0.4 -0.737
C -1.364 0.827 0.970 -0.4 -1.2 -1.4 0.802
O -0.895 1.894 0.498 -0.5 0.2 1.0 -0.816
C -1.008 -0.458 0.108 0.7 0.5 0.0 -0.529
C 0.487 -0.674 -0.165 1.5 0.2 -0.9 -0.520
C 0.953 -2.112 -0.169 -0.3 0.9 1.2 0.457
O 1.977 -2.483 0.355 0.0 -0.3 -0.4 -0.563
H -1.553 -0.325 -0.829 0.0 -0.1 0.0 0.207
H -1.386 -1.342 0.601 -0.3 -0.2 0.2 0.196
H 0.878 -0.352 -1.158 -0.9 0.1 0.0 0.240
H 1.207 -0.084 0.435 -0.7 -0.4 0.4 0.227
H 0.241 -2.825 -0.618 0.0 -0.3 -0.3 0.087
H 1.552 2.265 -0.271 -0.4 0.2 -0.6 0.449
H 0.081 2.489 -0.605 1.3 -0.4 -0.4 0.516
O 1.009 2.563 -1.026 -0.3 0.1 0.6 -1.016
```
Positions in Å, forces in eV/Å.


(12)
This record from OMol25 describes an isolated molecule of C4H7OP in a non-equilibrium geometry. The level of theory is ωB97M-V/def2-TZVPD.

Frontier orbital gap ... 0.3456 Ha
Lowest unoccupied orbital energy ... 0.0310 hartree
Relative energy (zero: lowest compared OMol25 entry of this formula, charge and spin) ... 64.8 kcal/mol
E_HOMO ... -8.56 eV
Total charge ... 0
SMILES string ... [H]/P=C\OCC=C

XYZ file:
```
13
Properties=species:S:1:pos:R:3:forces:R:3:nbo_charge:R:1
H 0.677 0.408 -3.561 -0.9 -0.8 -0.3 -0.051
P 1.100 1.313 -2.615 1.7 1.4 -0.1 0.273
C 0.294 0.939 -1.224 1.4 0.9 0.7 -0.229
O -0.690 0.079 -1.102 -1.2 -0.3 -0.3 -0.490
C -1.153 -0.118 0.210 0.7 0.6 1.5 -0.112
C -0.226 -1.031 0.868 1.9 -2.3 0.7 -0.205
C 0.618 -0.552 1.770 -1.1 0.1 -0.4 -0.369
H 0.751 1.469 -0.302 -1.3 -0.9 -1.2 0.205
H -2.136 -0.497 0.270 -1.3 -0.1 -0.7 0.205
H -1.055 0.819 0.804 -0.6 -0.3 -0.6 0.177
H -0.045 -2.127 0.580 -0.7 1.8 -0.1 0.216
H 1.416 -1.124 2.118 1.1 -0.8 0.8 0.200
H 0.448 0.420 2.183 0.3 0.6 0.1 0.183
```
Positions in Å, forces in eV/Å.